Entry 1:
The following is a quantum chemistry calculation of C6H12N2OPV as an isolated structure in a non-equilibrium geometry, from the Open Molecules 2025 dataset.

Structure (ORCA input):
```
! wB97M-V def2-TZVPD RIJCOSX def2/J DEFGRID3
* xyz 0 3
C -1.48 -0.05 -1.55
C -1.63 -1.35 -2.01
C -1.27 -2.49 -1.26
C -0.85 -2.40 0.08
C -0.89 -1.21 0.85
V 0.00 -0.23 -0.42
P -0.65 2.12 -0.05
H -1.85 0.73 -2.23
H -2.08 -1.53 -2.99
H -1.41 -3.48 -1.70
H -0.83 -1.27 1.94
H -0.59 -3.35 0.56
H -1.29 2.75 1.07
H -1.81 2.27 -0.89
H 0.11 3.19 -0.65
N 4.15 0.92 1.95
C 2.87 1.14 1.55
N 2.18 2.13 2.16
O 2.35 0.41 0.67
H 4.65 1.53 2.58
H 4.68 0.18 1.50
H 1.21 2.33 1.92
H 2.68 2.72 2.80
*
```

Values from the calculation:
Lowest unoccupied orbital energy (spin up / spin down) (eV): 0.3 / 0.3
Frontier orbital gap (spin up / spin down) (eV): 6.69 / 6.92
Energy above the lowest of the compared OMol25 structures with the same formula, charge and spin (kJ/mol): 30.5
E (eV): -46416.1866

Entry 2:
The following is a quantum chemistry calculation of C11H9F6IN4O4PdS3 as an isolated structure in a non-equilibrium geometry, from the Open Molecules 2025 dataset.

Structure (ORCA input):
```
! wB97M-V def2-TZVPD RIJCOSX def2/J DEFGRID3
* xyz 0 3
Pd 0.29 -0.07 0.14
C -2.87 4.19 0.60
N -2.05 3.60 1.62
C -1.69 4.16 2.81
C -0.88 3.30 3.45
N -0.73 2.18 2.64
C -1.47 2.38 1.51
S -1.82 1.32 0.25
C 0.23 1.19 2.93
C 0.29 0.62 4.19
C 1.38 -0.18 4.50
C 2.39 -0.32 3.57
C 2.23 0.25 2.32
N 1.15 0.95 1.98
H -3.24 5.16 0.95
H -3.71 3.54 0.36
H -2.28 4.33 -0.31
H -2.03 5.13 3.11
H -0.36 3.38 4.39
H -0.51 0.80 4.90
H 1.44 -0.66 5.46
H 3.29 -0.87 3.80
H 3.00 0.17 1.55
F -0.86 -3.01 -3.75
C -0.79 -3.51 -2.52
F 0.12 -4.49 -2.52
F -1.97 -4.05 -2.22
S -0.31 -2.24 -1.24
O 1.02 -1.81 -1.55
O -1.32 -1.22 -1.29
N -0.42 -3.14 0.05
S 0.16 -2.42 1.30
O -0.70 -1.42 1.89
O 1.53 -2.01 1.17
C 0.18 -3.77 2.58
F 0.62 -3.25 3.73
F 0.98 -4.78 2.25
F -1.04 -4.26 2.80
I 1.29 1.72 -1.41
*
```

Values from the calculation:
Lowest unoccupied orbital energy (spin up / spin down) (eV): -0.2 / -1.6
Frontier orbital gap (spin up / spin down) (eV): 7.62 / 6.46
Energy above the lowest of the compared OMol25 structures with the same formula, charge and spin (kJ/mol): 161.8
E (eV): -86092.8116

Entry 3:
The following is a quantum chemistry calculation of C42H67BF4Ge2N7O3P2STi as an isolated structure in a non-equilibrium geometry, from the Open Molecules 2025 dataset.

Structure (ORCA input):
```
! wB97M-V def2-TZVPD RIJCOSX def2/J DEFGRID3
* xyz 2 2
Ti 0.48 -0.16 0.49
C 1.38 -1.33 -4.39
C 1.20 -2.13 -3.09
Ge -0.19 -1.52 -1.76
C -0.92 -3.31 -1.18
C -2.40 -3.31 -0.82
C -1.56 -1.33 -3.21
C -2.58 -0.58 -3.65
Ge -3.55 0.88 -2.84
C -4.63 0.29 -1.35
C -5.59 -0.85 -1.70
C -3.57 2.51 -3.87
C -2.94 2.40 -5.26
C -3.27 -0.85 -4.93
C -4.63 -0.56 -5.04
C -5.32 -0.74 -6.23
C -4.65 -1.23 -7.34
C -3.29 -1.52 -7.25
C -2.60 -1.33 -6.06
H 1.70 -1.98 -5.20
H 2.13 -0.55 -4.30
H 0.45 -0.85 -4.71
H 2.18 -2.28 -2.63
H 0.85 -3.13 -3.35
H -0.32 -3.71 -0.36
H -0.76 -3.98 -2.03
H -2.64 -2.62 -0.01
H -2.74 -4.30 -0.51
H -3.01 -3.02 -1.67
H -1.35 -2.18 -3.87
H -5.14 1.14 -0.89
H -3.87 -0.07 -0.65
H -6.40 -0.52 -2.36
H -6.05 -1.23 -0.79
H -5.07 -1.68 -2.19
H -3.04 3.24 -3.26
H -4.60 2.86 -3.91
H -1.98 1.89 -5.23
H -2.78 3.39 -5.67
H -3.58 1.85 -5.95
H -5.21 -0.23 -4.17
H -6.38 -0.52 -6.29
H -5.17 -1.38 -8.27
H -2.76 -1.90 -8.11
H -1.54 -1.53 -6.01
C 2.76 1.17 3.49
P 2.12 -0.39 2.82
C 1.42 -1.18 4.32
C 3.64 -1.37 2.62
C 3.31 -2.65 1.87
P 2.53 -2.27 0.24
C 4.02 -1.66 -0.63
C 2.35 -3.99 -0.36
H 3.52 0.97 4.25
H 1.96 1.75 3.95
H 3.21 1.76 2.69
H 2.12 -1.05 5.15
H 1.27 -2.25 4.16
H 0.47 -0.74 4.60
H 4.09 -1.57 3.59
H 4.36 -0.77 2.05
H 2.62 -3.28 2.45
H 4.20 -3.26 1.69
H 4.87 -2.30 -0.40
H 4.24 -0.64 -0.30
H 3.87 -1.65 -1.71
H 3.32 -4.48 -0.37
H 1.92 -4.02 -1.36
H 1.69 -4.54 0.31
F -3.01 2.54 -1.29
B -1.99 2.50 -0.33
F -1.13 3.56 -0.48
F -2.52 2.42 0.94
F -1.26 1.28 -0.62
C 3.77 1.61 -2.22
S 2.09 1.02 -2.03
C 1.24 2.54 -2.43
O 1.94 0.84 -0.50
H 4.00 2.27 -1.38
H 3.83 2.15 -3.16
H 4.44 0.76 -2.24
H 1.31 2.66 -3.51
H 1.70 3.38 -1.91
H 0.21 2.42 -2.12
C 1.45 3.60 1.02
C 0.47 2.90 1.88
N 0.18 1.60 1.92
C -0.64 1.43 3.03
C -0.86 2.62 3.63
N -0.16 3.54 2.88
C -0.15 5.00 3.10
N -1.13 5.35 4.06
N -0.78 5.54 5.36
N -1.82 5.75 6.05
C -2.92 5.70 5.23
C -4.28 5.87 5.52
C -5.16 5.74 4.47
C -4.71 5.46 3.16
C -3.38 5.30 2.86
C -2.49 5.44 3.93
H 0.95 4.30 0.35
H 2.00 2.88 0.44
H 2.15 4.16 1.64
H -0.99 0.47 3.35
H -1.45 2.89 4.48
H -0.35 5.49 2.15
H 0.82 5.31 3.49
H -4.61 6.08 6.52
H -6.22 5.86 4.64
H -5.44 5.38 2.37
H -3.04 5.08 1.85
O -5.32 1.98 4.41
C -5.50 1.52 3.10
N -4.38 0.72 2.63
C -4.37 -0.62 2.81
O -5.31 -1.28 3.22
C -3.06 -1.32 2.51
C -2.78 -2.54 3.11
C -1.56 -3.15 2.87
C -0.64 -2.51 2.06
N -0.90 -1.33 1.47
C -2.11 -0.77 1.67
H -5.61 1.29 5.02
H -5.55 2.41 2.46
H -6.41 0.93 2.99
H -3.53 1.21 2.42
H -3.53 -2.99 3.74
H -1.31 -4.10 3.31
H 0.33 -2.94 1.86
H -2.30 0.15 1.13
*
```

Values from the calculation:
Lowest unoccupied orbital energy (spin up / spin down) (eV): -5.3 / -5.2
Frontier orbital gap (spin up / spin down) (eV): 7.36 / 7.39
Energy above the lowest of the compared OMol25 structures with the same formula, charge and spin (kJ/mol): 43.4
E (eV): -238315.5688